one.
Here is an isolated molecule of C9H16N2O5 from OMol25. Energies are from ωB97M-V/def2-TZVPD.

ORCA input file:
```
! wB97M-V def2-TZVPD RIJCOSX def2/J DEFGRID3
* xyz 0 1
C -0.458 2.891 1.312
C -0.251 1.574 1.991
C -1.321 1.183 2.978
C 0.121 0.471 0.975
N 0.297 -0.877 1.530
C 1.422 0.781 0.188
O 2.292 1.540 0.632
N 1.603 0.086 -0.969
C 0.718 -0.945 -1.455
C -0.591 -0.518 -2.192
C -1.735 -1.364 -1.733
O -2.696 -0.907 -1.083
O -1.588 -2.710 -1.793
C 1.626 -1.854 -2.278
O 2.787 -1.579 -2.451
O 1.071 -3.022 -2.690
H 0.485 3.271 0.836
H -0.672 3.677 1.972
H -1.233 2.919 0.522
H 0.709 1.631 2.566
H -1.361 1.991 3.684
H -2.310 1.009 2.478
H -1.076 0.236 3.469
H -0.633 0.421 0.178
H -0.596 -1.361 1.623
H 0.780 -0.800 2.428
H 2.573 0.180 -1.321
H 0.386 -1.542 -0.630
H -0.846 0.518 -1.959
H -0.545 -0.506 -3.340
H -0.767 -2.889 -2.312
H 1.810 -3.505 -3.159
*
```

## Properties
SMILES   CC(C)[C@H](N)C(=O)N[C@@H](CC(=O)O)C(=O)O
HOMO   -9.4090 eV

=====

two.
Here is an isolated molecule of C9H16N2O5 from OMol25. Energies are from ωB97M-V/def2-TZVPD.

ORCA input file:
```
! wB97M-V def2-TZVPD RIJCOSX def2/J DEFGRID3
* xyz 0 1
C 2.334 3.362 -0.756
C 2.453 1.995 -1.401
C 3.548 2.006 -2.515
C 1.221 1.429 -2.007
N 0.598 2.518 -2.693
C 0.164 1.021 -0.746
O -0.035 1.882 0.098
N -0.028 -0.303 -0.688
C -0.453 -0.994 0.622
C -1.888 -0.610 1.094
C -2.373 -1.339 2.362
O -1.517 -1.656 3.177
O -3.702 -1.435 2.517
C -0.167 -2.506 0.609
O 0.793 -3.201 0.444
O -1.344 -2.979 0.480
H 2.103 4.157 -1.551
H 1.373 3.400 -0.279
H 3.002 3.822 0.029
H 2.726 1.325 -0.639
H 3.137 2.528 -3.438
H 4.486 2.525 -2.072
H 3.923 1.047 -2.897
H 1.549 0.659 -2.668
H -0.301 2.319 -3.092
H 0.609 3.426 -2.209
H 0.528 -0.930 -1.351
H 0.190 -0.566 1.344
H -1.910 0.411 1.261
H -2.743 -0.954 0.392
H -3.796 -1.915 3.359
H -1.447 -3.823 0.183
*
```

## Properties
SMILES   CC(C)[C@H](N)C(=O)N[C@@H](CC(=O)O)C(=O)O
HOMO   -8.5499 eV

=====

Of them, two has the lowest stability.

=====

one.
Here is a cluster of 3 separate species, C2H9NO4 in total from OMol25. Energies are from ωB97M-V/def2-TZVPD.

ORCA input file:
```
! wB97M-V def2-TZVPD RIJCOSX def2/J DEFGRID3
* xyz 0 1
N 1.797 0.008 -1.343
C 0.965 1.004 -0.685
C -0.409 0.542 -0.310
O -0.878 -0.550 -0.430
O -1.031 1.472 0.471
H 2.746 0.355 -1.330
H 1.599 -0.012 -2.335
H 1.398 1.334 0.261
H 0.968 1.965 -1.219
H -1.704 0.881 0.861
O 2.376 -2.165 1.288
H 1.548 -2.228 1.770
H 2.178 -1.752 0.440
O -3.829 0.085 0.851
H -4.123 -0.445 1.597
H -3.601 -0.493 0.113
*
```

## Properties
SMILES   NCC(=O)O.O.O
HOMO   -10.3701 eV

=====

two.
Here is a cluster of 4 separate species, C2H9NO4 in total from OMol25. Energies are from ωB97M-V/def2-TZVPD.

ORCA input file:
```
! wB97M-V def2-TZVPD RIJCOSX def2/J DEFGRID3
* xyz 0 1
O -1.601 -2.072 -0.640
C -1.560 -0.867 -0.177
N -1.956 -0.279 1.023
C 1.406 -1.089 -0.030
O 2.277 0.105 -0.168
H -1.026 -0.165 -0.764
H -2.880 -0.731 1.201
H 1.377 -1.579 -1.020
H 0.450 -0.780 0.377
H 1.783 -1.825 0.652
H 1.848 0.746 -0.757
H 0.320 2.287 -1.640
O 0.699 1.423 -1.314
H -1.087 1.195 1.123
H 0.279 1.862 0.712
O -0.330 1.768 1.423
*
```

## Properties
HOMO   -10.1336 eV

=====

Of them, two has the lowest stability.

=====

one.
Here is a cluster of 3 separate species, C2H9NO4 in total from OMol25. Energies are from ωB97M-V/def2-TZVPD.

ORCA input file:
```
! wB97M-V def2-TZVPD RIJCOSX def2/J DEFGRID3
* xyz 0 1
N -2.432 -2.292 0.905
C -2.235 -0.822 0.512
C -0.723 -0.595 0.002
O 0.190 -1.403 0.099
O -0.436 0.722 -0.458
H -2.235 -2.504 1.865
H -3.404 -2.611 0.801
H -2.647 -0.660 -0.517
H -2.505 -0.018 1.208
H 0.303 0.273 -1.032
O 4.326 3.098 2.171
H 3.755 2.395 2.513
H 4.481 2.670 1.302
O 1.040 0.745 -2.701
H 1.184 -0.144 -3.101
H 1.338 1.146 -3.568
*
```

## Properties
SMILES   NCC(=O)O.O.O
HOMO   -9.8552 eV

=====

two.
Here is a cluster of 3 separate species, C2H9NO4 in total from OMol25. Energies are from ωB97M-V/def2-TZVPD.

ORCA input file:
```
! wB97M-V def2-TZVPD RIJCOSX def2/J DEFGRID3
* xyz 0 1
C -1.732 1.582 0.838
N -0.939 0.837 -0.131
C -1.245 -0.364 -0.683
O -0.444 -1.157 -1.118
O -2.582 -0.579 -0.726
H -1.056 2.099 1.509
H -2.281 0.870 1.443
H -2.419 2.274 0.356
H -0.167 1.336 -0.530
H -2.712 -1.487 -1.039
O 3.387 -1.001 -1.920
H 2.770 -0.989 -1.170
H 2.845 -1.388 -2.617
O 2.233 -0.648 1.528
H 1.595 -1.168 2.036
H 2.746 -0.218 2.222
*
```

## Properties
SMILES   CNC(=O)O.O.O
HOMO   -9.8357 eV

=====

Of them, one has the lowest stability.

=====

one.
Here is a cluster of 3 separate species, C4H10 in total from OMol25. Energies are from ωB97M-V/def2-TZVPD.

ORCA input file:
```
! wB97M-V def2-TZVPD RIJCOSX def2/J DEFGRID3
* xyz 0 1
C 1.119 -0.955 0.535
C 0.864 -0.202 -0.678
C -0.034 -0.513 -1.611
C -1.330 1.259 1.067
H 1.567 -0.476 1.393
H 0.307 -1.641 0.750
H 1.513 0.651 -0.865
H -2.052 0.502 1.353
H -0.207 0.147 -2.447
H 1.856 -1.847 -0.810
H -0.563 -1.457 -1.551
H -1.433 2.189 1.620
H -0.359 0.794 1.222
H -1.248 1.550 0.022
*
```

## Properties
HOMO   -8.0649 eV

=====

two.
Here is a cluster of 3 separate species, C4H10 in total from OMol25. Energies are from ωB97M-V/def2-TZVPD.

ORCA input file:
```
! wB97M-V def2-TZVPD RIJCOSX def2/J DEFGRID3
* xyz 0 1
C 0.214 -1.455 -0.689
C 1.095 -0.518 -0.252
C 1.094 0.042 1.122
C -1.537 1.331 -0.404
H 0.145 -1.528 -1.762
H -0.036 -2.212 0.048
H 1.667 -0.020 -1.031
H -0.939 0.505 -0.765
H 1.854 0.601 1.665
H 1.495 -1.455 1.325
H 0.113 -0.100 1.549
H -0.841 2.168 -0.284
H -1.963 1.047 0.555
H -2.360 1.596 -1.079
*
```

## Properties
HOMO   -8.3376 eV

=====

Of them, one has the lowest stability.

=====

one.
Here is a cluster of 2 separate species, C6H14S in total from OMol25. Energies are from ωB97M-V/def2-TZVPD.

ORCA input file:
```
! wB97M-V def2-TZVPD RIJCOSX def2/J DEFGRID3
* xyz 0 1
C 1.163 1.826 -0.074
C 1.286 -0.624 1.005
C 1.676 -2.100 0.860
C -2.332 0.973 0.876
C 0.699 -0.466 -1.943
C -2.073 0.405 -0.467
S 0.511 0.203 -0.145
H 0.446 2.530 -0.311
H 1.784 1.876 0.863
H 1.620 -0.020 1.851
H 2.358 -2.189 0.052
H 0.904 -2.838 0.755
H 2.151 -2.282 1.835
H -3.432 1.225 0.870
H -2.036 0.468 1.806
H -1.838 2.014 0.894
H -0.232 -0.771 -2.291
H 0.829 0.532 -2.382
H 1.436 -1.253 -2.074
H -2.369 1.036 -1.333
H -2.551 -0.546 -0.646
*
```

## Properties
HOMO (spin up / spin down)   -6.9824 / -6.9253 eV

=====

two.
Here is a cluster of 2 separate species, C6H14S in total from OMol25. Energies are from ωB97M-V/def2-TZVPD.

ORCA input file:
```
! wB97M-V def2-TZVPD RIJCOSX def2/J DEFGRID3
* xyz 0 1
C -1.206 2.212 -0.489
C -2.238 0.207 -2.700
C 0.419 -2.253 1.572
C 2.456 0.505 0.648
C 0.569 -0.730 1.710
C 1.985 -0.265 1.624
S -0.744 1.052 -1.567
H -1.371 1.919 0.548
H -1.779 3.104 -0.814
H -2.086 0.668 -3.719
H -1.779 -0.798 -2.705
H 1.042 -2.578 0.733
H 0.754 -2.877 2.501
H -0.645 -2.366 1.357
H 2.016 0.639 -0.317
H 3.460 0.910 0.622
H -3.245 0.253 -2.388
H 0.060 -0.388 0.732
H 0.099 -0.459 2.679
H 2.583 -0.571 2.476
H -0.349 1.816 -2.501
*
```

## Properties
HOMO   -7.3202 eV

=====

Of them, one has the lowest stability.

=====

one.
Here is the ion C3H7N2O3 with charge +1 from OMol25. Energies are from ωB97M-V/def2-TZVPD.

ORCA input file:
```
! wB97M-V def2-TZVPD RIJCOSX def2/J DEFGRID3
* xyz 1 1
C 0.524 1.034 1.060
C 0.531 -0.588 -0.753
C -1.059 -0.492 -0.709
N 1.023 -0.153 0.567
N -0.707 1.413 0.697
O -1.593 -1.441 -0.111
O -1.615 0.297 -1.566
O 2.342 -0.524 0.754
H 1.072 1.552 1.798
H 0.879 -1.692 -0.858
H 0.869 0.044 -1.635
H -1.091 2.262 1.122
H -2.608 -1.463 0.001
H -1.085 1.134 -1.701
H 2.519 -1.381 1.333
*
```

## Properties
HOMO   -13.6964 eV

=====

two.
Here is a structure of composition C3H7N2O3 from OMol25. Energies are from ωB97M-V/def2-TZVPD.

ORCA input file:
```
! wB97M-V def2-TZVPD RIJCOSX def2/J DEFGRID3
* xyz 1 1
C 0.749 -0.907 0.790
C 0.011 -0.328 -0.161
C -0.957 1.312 -0.125
N -0.886 1.898 1.065
N 0.109 -0.821 -1.533
O -1.231 1.652 -1.212
O 1.316 -2.086 0.641
O -1.369 3.179 1.191
H 0.534 -0.476 1.787
H -1.068 1.343 1.878
H -0.025 -0.128 -2.275
H -0.698 -1.377 -1.661
H 0.829 -1.464 -1.515
H 1.727 -2.481 1.445
H -0.953 3.795 0.619
*
```

## Properties
HOMO   -13.9514 eV

=====

Of them, two has the lowest stability.